Version w
{"formula": "C6H16", "method": "ωB97M-V/def2-TZVPD", "species": ["H", "H", "C", "C", "H", "C", "H", "H", "C", "H", "C", "H", "H", "C", "H", "H", "H", "H", "H", "H", "H", "H"], "coordinates": [[0.606, 2.661, -2.429], [1.010, 1.159, -3.262], [-1.132, -1.607, 0.612], [0.972, 1.106, -1.041], [2.286, 1.853, -2.589], [-2.075, -2.560, 1.038], [-0.308, -2.122, 0.044], [0.723, 2.772, 0.197], [1.610, 2.044, 0.066], [-1.551, -3.399, 1.622], [1.225, 1.797, -2.302], [-1.405, -0.840, -0.137], [-0.074, 0.934, -0.855], [-0.611, -0.755, 1.728], [-1.183, -0.773, 2.620], [1.750, 1.476, 1.008], [-0.566, 0.198, 1.291], [-2.863, -2.334, 1.703], [1.382, 0.093, -0.974], [2.492, 2.514, -0.263], [0.368, -1.271, 1.730], [-2.655, -2.948, 0.193]], "charge": 0, "homo_energy_ha": -0.3824, "lumo_ev": 1.077, "smiles": "CCC.CCC"}


Version x
{"formula": "C6H16", "method": "ωB97M-V/def2-TZVPD", "species": ["H", "H", "H", "H", "C", "H", "H", "H", "C", "C", "C", "C", "C", "H", "H", "H", "H", "H", "H", "H", "H", "H"], "coordinates": [[0.271, 2.885, 1.112], [0.942, 2.004, 2.301], [-1.044, 0.855, 3.006], [0.832, -2.922, -2.895], [0.170, 1.880, 1.529], [0.009, -0.210, -1.207], [0.389, 1.078, 0.833], [-1.344, 2.546, 2.843], [0.873, -2.846, -1.807], [0.914, -0.350, -1.806], [-1.147, 1.643, 2.270], [-2.299, 1.228, 1.354], [1.686, -1.619, -1.398], [-2.016, 0.601, 0.511], [1.734, -1.605, -0.309], [1.278, -3.783, -1.412], [2.664, -1.594, -1.867], [-0.159, -2.818, -1.456], [-3.084, 0.744, 1.923], [0.546, -0.338, -2.826], [-2.779, 2.112, 0.924], [1.562, 0.510, -1.623]], "charge": 0, "homo_energy_ha": -0.4083, "lumo_ev": 1.101, "smiles": "CCC.CCC"}


Stability summary - winner: version x; margin: 1.698 eV.


Version w
{"formula": "C6H16", "method": "ωB97M-V/def2-TZVPD", "species": ["H", "H", "H", "H", "H", "C", "C", "H", "H", "C", "C", "H", "H", "H", "H", "H", "C", "C", "H", "H", "H", "H"], "coordinates": [[0.005, 0.328, -2.556], [1.883, 1.899, 0.263], [1.258, 2.476, 2.490], [-1.137, 1.955, 2.990], [-1.798, -0.700, -1.461], [-0.653, -2.237, -0.596], [-0.661, 1.768, 2.025], [0.638, 0.722, 0.207], [0.998, -0.913, -1.929], [0.830, 1.538, 2.147], [-1.087, -1.446, -1.835], [-1.632, -2.110, -2.507], [1.045, 0.805, 2.931], [-0.063, -1.577, 0.047], [-0.919, 2.641, 1.417], [-0.059, -3.116, -0.854], [1.453, 1.070, 0.832], [0.095, -0.763, -2.517], [-1.518, -2.590, -0.040], [2.298, 0.395, 0.923], [-1.231, 0.945, 1.566], [0.254, -1.088, -3.543]], "charge": 0, "homo_energy_ha": -0.4141, "lumo_ev": 1.131, "smiles": "CCC.CCC"}


Version x
{"formula": "C6H16", "method": "ωB97M-V/def2-TZVPD", "species": ["C", "C", "H", "H", "C", "H", "H", "C", "H", "H", "H", "H", "C", "C", "H", "H", "H", "H", "H", "H", "H", "H"], "coordinates": [[-0.128, 0.291, 2.896], [-0.543, -0.137, -2.277], [-0.626, 0.568, -3.170], [0.481, 2.008, 0.344], [-1.207, -0.291, 0.771], [0.581, -1.537, -3.490], [-0.018, -0.557, 3.474], [0.719, -0.906, -2.629], [-1.997, 0.493, 0.733], [-0.965, -0.645, -0.211], [-1.660, -1.190, 1.292], [0.647, 1.036, 3.124], [0.931, 0.978, 0.622], [0.085, -0.051, 1.387], [-1.143, 0.739, 3.085], [1.389, -0.139, -3.042], [-1.306, -0.857, -1.962], [1.320, -1.273, -1.836], [-0.337, 0.618, -1.368], [0.603, -0.979, 1.334], [1.829, 1.151, 1.240], [1.343, 0.683, -0.316]], "charge": 0, "homo_energy_ha": -0.3901, "lumo_ev": 1.093, "smiles": "CC(C)C.CC"}


Version y
{"formula": "C6H16", "method": "ωB97M-V/def2-TZVPD", "species": ["H", "H", "H", "C", "H", "H", "H", "H", "H", "H", "C", "H", "H", "C", "C", "H", "H", "H", "C", "H", "H", "C"], "coordinates": [[2.326, 0.595, 0.455], [0.157, -1.765, 1.341], [2.847, 2.564, -1.081], [-0.015, -0.697, 1.030], [-1.382, 0.871, 0.252], [-1.644, -2.213, -0.547], [3.819, 0.747, -0.336], [-0.999, -0.883, -1.583], [-2.426, 0.579, 2.090], [-2.706, -0.997, -1.159], [-2.605, -0.371, 1.398], [1.272, 1.944, -1.242], [-2.855, -1.213, 2.093], [2.314, 1.660, -1.404], [-1.700, -1.157, -0.769], [0.727, -0.375, 0.267], [0.086, -0.167, 1.968], [2.625, -0.472, -0.998], [2.759, 0.484, -0.532], [-3.495, -0.321, 0.795], [2.302, 1.465, -2.474], [-1.408, -0.279, 0.434]], "charge": 0, "homo_energy_ha": -0.3982, "lumo_ev": 1.075, "smiles": "CC(C)C.CC"}


Version z
{"formula": "C6H16", "method": "ωB97M-V/def2-TZVPD", "species": ["H", "H", "C", "C", "H", "H", "H", "C", "C", "H", "H", "H", "H", "C", "H", "H", "H", "H", "H", "H", "H", "C"], "coordinates": [[1.302, 2.526, -1.380], [-2.151, -2.537, 0.298], [0.696, 2.211, -0.509], [0.284, 0.748, -0.772], [-0.460, 0.671, -1.583], [-0.763, -3.596, -0.100], [-0.239, 4.130, -0.207], [-1.106, -2.549, -0.053], [-0.341, -1.791, 1.053], [1.327, 2.316, 0.395], [-0.854, -0.831, 1.253], [-0.432, -2.417, 1.962], [-1.239, 2.776, 0.407], [1.136, -1.585, 0.801], [1.250, -0.828, 0.007], [1.654, -1.226, 1.707], [-0.141, 0.294, 0.139], [1.619, -2.519, 0.468], [-1.100, 3.059, -1.357], [1.182, 0.178, -1.062], [-1.070, -2.120, -1.068], [-0.555, 3.090, -0.399]], "charge": 0, "homo_energy_ha": -0.3926, "lumo_ev": 1.168, "smiles": "CCC.CCC"}


Stability summary - winner: version w; margin: 0.466 eV.


Version w
{"formula": "C6H16", "method": "ωB97M-V/def2-TZVPD", "species": ["H", "H", "H", "H", "C", "H", "C", "H", "H", "H", "C", "H", "C", "H", "H", "H", "H", "C", "C", "H", "H", "H"], "coordinates": [[-0.550, -0.898, 0.710], [-0.356, -3.209, 0.786], [0.080, 0.071, 2.717], [0.806, 1.212, -2.239], [0.566, 2.131, -1.701], [1.718, -0.494, 2.615], [0.686, -0.790, 2.417], [-1.546, 0.965, -2.638], [-1.418, -0.147, -1.260], [-1.285, 2.803, -0.713], [0.629, -2.741, 0.757], [0.383, -1.580, 3.101], [0.456, -1.230, 0.962], [1.099, -2.963, -0.202], [-2.680, 1.029, -1.257], [1.101, -0.638, 0.312], [0.378, 2.861, -2.493], [-0.714, 1.893, -0.876], [-1.640, 0.880, -1.557], [1.410, 2.437, -1.094], [-0.377, 1.565, 0.107], [1.253, -3.158, 1.544]], "charge": 0, "homo_energy_ha": -0.4153, "lumo_ev": 1.087, "smiles": "CCC.CCC"}


Version x
{"formula": "C6H16", "method": "ωB97M-V/def2-TZVPD", "species": ["H", "H", "H", "H", "H", "C", "C", "H", "H", "H", "C", "H", "H", "H", "H", "C", "C", "H", "C", "H", "H", "H"], "coordinates": [[-1.246, 2.110, 1.804], [-0.059, 1.210, -1.366], [-2.842, -0.802, 0.569], [-1.471, 0.466, 2.567], [-2.626, 0.002, -1.038], [2.451, -0.852, 0.070], [-1.106, 0.446, 0.446], [3.402, -0.794, 0.608], [-1.675, -1.368, -0.645], [-2.776, 1.262, 1.757], [-2.138, -0.484, -0.197], [2.040, 0.157, 0.143], [-1.557, 1.911, -1.079], [2.714, -2.574, -1.140], [1.802, -1.422, 0.741], [-1.698, 1.122, 1.723], [2.592, -1.494, -1.281], [3.455, -1.259, -1.909], [-0.691, 1.546, -0.527], [-0.237, -0.120, 0.772], [-0.057, 2.318, -0.088], [1.721, -1.381, -1.930]], "charge": 0, "homo_energy_ha": -0.4066, "lumo_ev": 1.053, "smiles": "CC(C)C.CC"}


Stability summary - winner: version w; margin: 0.161 eV.